14
Properties=species:S:1:pos:R:3:nbo_charge:R:1 method="wB97M-V/def2-TZVPD" de_lowest_kj_mol=38.2 e_homo_ev="-13.12 / -12.14" charge=+1 mol_weight_g_mol=674.50 gap_ev="8.185 / 6.029" lumo_ev="-4.935 / -6.110"
C -0.399 0.560 -0.228 -0.456
C -0.409 -1.960 -2.923 -0.444
C -0.758 -1.813 0.430 -0.084
N -1.178 -0.639 0.130 -0.527
Br -0.284 -3.752 -3.447 0.241
Br -2.317 -1.327 -2.711 0.061
Br 0.800 -0.586 -3.641 0.162
I -2.034 -3.266 1.016 0.451
I 1.280 -2.099 0.484 0.404
I 0.677 -1.308 4.275 -0.010
H 0.469 0.569 0.459 0.239
H -0.115 0.451 -1.320 0.257
H -0.983 1.475 0.008 0.253
H -2.215 -0.406 0.145 0.455


22
Properties=species:S:1:pos:R:3:nbo_charge:R:1 method="wB97M-V/def2-TZVPD" de_lowest_kj_mol=581.4 e_homo_ev="-9.79 / -9.79" mol_weight_g_mol=181.21 gap_ev="10.356 / 10.355" lumo_ev="0.569 / 0.569"
C -1.338 0.678 -1.262 -0.654
C -2.130 -0.956 0.456 -0.625
C -0.786 1.164 1.027 -0.640
C 3.518 -0.375 0.111 -0.176
C -1.055 0.067 0.037 -0.233
N 2.540 0.362 -0.114 0.360
O 2.352 1.495 0.299 -0.471
O 1.536 -0.166 -0.928 -0.579
O 0.848 -1.507 1.016 -0.929
O 0.048 -2.051 -1.285 -0.910
S 0.367 -1.053 -0.226 2.318
H -0.762 1.564 -1.537 0.239
H -1.366 -0.092 -2.085 0.242
H -2.263 1.217 -1.133 0.221
H -3.046 -0.247 0.452 0.220
H -1.916 -1.405 1.361 0.229
H -2.214 -1.664 -0.467 0.250
H -1.737 1.776 1.117 0.219
H -0.718 0.664 1.918 0.216
H 0.167 1.794 0.820 0.269
H 4.231 -0.012 0.845 0.219
H 3.725 -1.252 -0.422 0.215


92
Properties=species:S:1:pos:R:3:lowdin_charge:R:1 method="wB97M-V/def2-TZVPD" de_lowest_kj_mol=120.8 s2=2.0173 e_homo_ev="-8.50 / -8.51" charge=+1 multiplicity=3 mol_weight_g_mol=649.67 gap_ev="5.602 / 5.261" lumo_ev="-2.896 / -3.248"
C 1.935 -1.843 -0.927 -0.335
C 1.973 0.358 -1.770 -0.361
C 2.862 -2.256 -1.882 -0.064
C 2.590 -0.158 -2.942 -0.042
C 3.125 -1.430 -2.974 -0.058
H 3.245 -3.260 -1.775 0.107
H 2.714 0.552 -3.751 0.109
H 3.810 -1.770 -3.737 0.111
N 1.503 -0.570 -0.862 -0.025
P -0.226 -2.482 0.854 1.057
P 1.184 2.335 0.107 1.082
C 1.402 -2.893 0.075 -0.258
H 1.260 -3.846 -0.483 0.087
H 2.166 -3.054 0.873 0.100
C 1.810 1.764 -1.485 -0.321
H 1.652 2.336 -2.410 0.069
C -0.360 3.685 0.042 -0.610
C 2.922 3.119 0.316 -0.661
C -1.444 -3.281 -0.371 -0.658
C -0.146 -3.500 2.450 -0.667
C -1.721 3.216 0.590 -0.128
H -1.681 2.814 1.612 0.030
H -2.393 4.098 0.638 0.097
H -2.215 2.478 -0.056 0.050
C 0.033 4.897 0.905 -0.111
H 0.149 4.610 1.963 0.077
H 0.942 5.414 0.577 0.060
H -0.780 5.643 0.873 0.093
C -0.592 4.036 -1.434 -0.100
H -1.366 4.823 -1.522 0.097
H 0.303 4.436 -1.923 0.073
H -0.951 3.160 -2.003 0.063
C 3.042 3.658 1.739 -0.108
H 2.853 2.867 2.480 0.064
H 4.068 4.022 1.889 0.088
H 2.362 4.487 1.953 0.055
C 4.064 2.079 0.117 -0.072
H 3.924 1.235 0.803 0.070
H 4.122 1.673 -0.904 0.078
H 5.034 2.538 0.379 0.095
C 2.998 4.192 -0.793 -0.093
H 2.936 3.721 -1.788 0.068
H 2.193 4.939 -0.720 0.054
H 3.951 4.740 -0.747 0.096
C -1.564 -3.552 3.028 -0.106
H -1.511 -4.009 4.027 0.098
H -1.990 -2.543 3.131 0.025
H -2.246 -4.162 2.424 0.069
C 0.766 -2.734 3.420 -0.104
H 1.786 -2.610 3.036 0.078
H 0.358 -1.749 3.679 0.034
H 0.831 -3.319 4.352 0.099
C 0.420 -4.921 2.294 -0.075
H 0.499 -5.342 3.307 0.095
H -0.230 -5.594 1.727 0.062
H 1.422 -4.936 1.846 0.083
C -1.070 -2.914 -1.818 -0.075
H -1.815 -3.360 -2.495 0.101
H -1.081 -1.838 -1.990 0.048
H -0.087 -3.301 -2.113 0.083
C -2.846 -2.762 -0.023 -0.101
H -2.948 -1.695 -0.217 0.019
H -3.577 -3.282 -0.657 0.098
H -3.108 -2.934 1.027 0.065
C -1.465 -4.812 -0.300 -0.092
H -0.492 -5.259 -0.539 0.086
H -1.833 -5.190 0.658 0.065
H -2.179 -5.154 -1.066 0.095
Ti 0.099 0.039 0.659 0.264
C 1.553 0.170 2.059 -0.225
O 2.393 0.206 2.897 0.048
N -1.700 0.132 -0.734 0.113
C -2.636 0.051 -1.511 -0.028
C -2.904 0.492 -2.891 -0.202
C -4.196 0.611 -3.457 -0.027
C -1.801 0.949 -3.662 -0.032
C -4.337 0.823 -4.837 -0.059
H -5.054 0.521 -2.793 0.117
C -1.942 1.240 -5.023 -0.058
H -0.808 1.073 -3.213 0.104
C -3.208 1.135 -5.630 -0.054
H -5.317 0.698 -5.318 0.115
H -1.067 1.521 -5.626 0.117
H -3.315 1.285 -6.712 0.115
N -0.206 1.370 4.231 0.135
C -1.017 0.350 3.984 -0.816
N -1.286 -0.506 4.997 0.122
S -1.729 0.115 2.415 0.667
H 0.239 1.503 5.124 0.129
H -0.001 2.061 3.496 0.113
H -2.049 -1.163 4.892 0.107
H -1.000 -0.288 5.941 0.126


77
Properties=species:S:1:pos:R:3:lowdin_charge:R:1 method="wB97M-V/def2-TZVPD" de_lowest_kj_mol=630.0 e_homo_ev=-10.91 mol_weight_g_mol=868.82 gap_ev=10.800 lumo_ev=-0.110
C 1.427 4.538 1.434 -0.154
C 2.563 3.526 0.990 -0.132
O 2.273 3.263 -0.406 -0.245
S 1.604 4.519 -1.208 0.802
O 0.818 3.998 -2.364 -0.238
O 2.663 5.550 -1.413 -0.265
O 0.751 4.891 0.220 -0.245
H 1.759 5.411 1.995 0.125
H 0.779 3.955 2.088 0.119
H 2.632 2.598 1.558 0.120
H 3.532 3.945 1.261 0.117
C -1.670 -1.954 3.682 -0.220
C -1.892 -1.440 5.087 -0.227
O -1.446 -2.354 5.964 -0.185
S -1.399 -3.893 5.454 0.774
O -2.543 -4.766 5.778 -0.239
O -0.055 -4.357 5.607 -0.240
O -1.384 -3.276 3.846 -0.189
H -0.794 -1.436 3.291 0.119
H -2.483 -1.758 2.983 0.134
H -2.873 -1.031 5.328 0.139
H -1.087 -0.724 5.255 0.139
C 2.898 -4.544 3.010 -0.162
C 2.359 -5.780 2.291 -0.152
O 2.712 -5.626 0.895 -0.209
S 2.337 -4.058 0.475 0.719
O 0.917 -3.763 0.506 -0.239
O 3.089 -3.604 -0.675 -0.221
O 3.073 -3.692 1.908 -0.227
H 3.792 -4.542 3.634 0.135
H 2.152 -4.149 3.700 0.115
H 1.275 -5.871 2.362 0.126
H 2.773 -6.765 2.508 0.135
C -4.130 5.386 2.225 -0.180
C -3.222 4.457 1.461 -0.241
O -2.376 5.200 0.651 -0.180
S -2.080 6.730 1.260 0.770
O -2.556 7.744 0.300 -0.250
O -0.745 6.835 1.769 -0.227
O -3.238 6.457 2.473 -0.228
H -4.452 4.992 3.189 0.139
H -4.936 5.872 1.675 0.133
H -3.990 3.908 0.917 0.139
H -2.696 3.826 2.177 0.117
C -1.813 -2.135 -2.446 -0.162
C -2.260 -2.938 -3.593 -0.130
O -1.062 -3.626 -4.182 -0.232
S 0.147 -3.912 -3.051 0.762
O 1.459 -3.612 -3.630 -0.253
O -0.142 -5.175 -2.341 -0.257
O -0.438 -2.594 -2.170 -0.254
H -2.426 -2.262 -1.553 0.125
H -1.757 -1.086 -2.736 0.111
H -2.546 -2.232 -4.373 0.129
H -3.094 -3.623 -3.442 0.131
C 2.219 -0.133 -5.020 -0.204
C 1.480 -0.404 -6.282 -0.181
O 0.184 0.172 -6.206 -0.186
S 0.101 1.208 -4.954 0.749
O -1.193 1.135 -4.229 -0.251
O 0.646 2.503 -5.279 -0.218
O 1.233 0.271 -4.117 -0.225
H 2.869 0.736 -5.125 0.129
H 2.789 -0.962 -4.601 0.143
H 1.349 -1.476 -6.424 0.134
H 1.992 -0.071 -7.186 0.136
C 1.301 -0.397 0.078 -0.138
C 0.915 0.334 -1.163 -0.196
O 0.004 1.299 -0.682 -0.227
S -0.940 0.727 0.534 0.813
O -1.671 -0.462 -0.067 -0.269
O -1.501 1.876 1.244 -0.236
O 0.492 0.112 1.238 -0.217
H 2.356 -0.564 0.295 0.137
H 1.059 -1.429 -0.178 0.083
H 0.336 -0.282 -1.852 0.096
H 1.782 0.786 -1.645 0.135


E_tot across the listed records, respectively: -239084.90264; -25873.67729; -94541.85630; -148135.84520 eV.